The following is a DFT calculation (ωB97M-V with the def2-TZVPD basis set) of a molecular structure, C21H55B3NO15P3S in a non-equilibrium geometry.

```
99
Properties=species:S:1:pos:R:3:forces:R:3
C -2.100915 0.260863 1.590718 -0.164 0.232 -0.564
C -2.368395 1.653950 0.966845 -0.195 -0.982 0.729
S -3.714697 2.497074 1.852595 -0.093 0.717 -0.330
C -5.200633 2.180565 0.830313 0.243 -1.120 0.413
B -5.610255 0.651427 0.974072 -0.632 0.994 0.403
O -5.498072 0.046028 2.227292 0.426 -0.680 -1.106
B -5.338822 -1.334048 2.201605 -0.781 -0.259 1.259
O -5.598983 -2.093845 1.075683 1.103 0.394 0.011
B -5.316081 -1.298540 -0.024459 -1.143 -0.341 -0.913
N -4.326695 -1.590197 -1.015645 0.597 0.525 1.097
O -6.032566 -0.095110 -0.110584 1.092 0.147 0.091
H -2.424565 0.260770 2.628408 0.245 -0.172 0.076
H -2.682617 -0.484161 1.041200 -0.088 -0.104 0.207
H -1.057063 -0.037071 1.480958 0.026 0.069 0.166
H -2.610846 1.496525 -0.083731 0.104 0.568 -0.109
H -1.490449 2.281557 1.099067 -0.053 0.122 -0.296
H -5.013890 2.444320 -0.208494 -0.199 0.305 0.032
H -5.992038 2.780381 1.283057 0.075 0.264 -0.195
H -5.006078 -1.874279 3.205555 -0.048 -0.030 0.002
H -3.556954 -2.118468 -0.616594 -0.234 -0.543 -0.289
H -3.904999 -0.706896 -1.288050 -0.273 -0.085 -0.659
O -5.913636 -1.713868 6.282886 2.493 -1.799 1.002
P -6.454685 -1.718563 7.659115 -5.539 3.239 -0.791
O -7.871873 -2.525608 7.563786 0.964 -0.499 0.370
C -8.019426 -3.678668 6.737274 -0.229 -0.306 -0.246
C -7.928178 -4.959298 7.545776 0.099 0.078 0.158
O -6.990251 -0.197360 7.800632 0.432 -0.034 0.367
C -6.503742 0.801677 6.895860 0.081 0.165 -0.147
C -7.379927 0.935603 5.672513 -0.390 0.017 -0.020
O -6.301336 -1.807634 9.263877 2.068 -0.908 -0.888
C -5.936634 -3.037498 9.897601 0.039 -0.421 0.434
C -4.682132 -3.656740 9.317409 0.017 0.138 -0.155
H -7.280813 -3.690199 5.934282 0.035 0.196 0.025
H -9.005635 -3.609511 6.275545 0.002 0.105 0.036
H -6.919159 -5.101361 7.940359 0.004 -0.031 -0.041
H -8.169667 -5.823203 6.925367 -0.006 0.025 -0.027
H -8.615302 -4.933664 8.392446 -0.054 -0.004 -0.043
H -5.482368 0.579904 6.589606 -0.003 -0.102 0.039
H -6.472948 1.736523 7.457539 -0.114 -0.050 0.071
H -7.561299 -0.035767 5.214329 0.204 -0.021 -0.051
H -6.905874 1.590343 4.939674 0.004 -0.018 -0.010
H -8.357618 1.349426 5.927547 0.043 0.062 0.057
H -6.780525 -3.730583 9.864272 -0.035 0.063 -0.187
H -5.771165 -2.801733 10.948789 -0.054 0.179 -0.052
H -4.791464 -3.851965 8.244700 -0.014 -0.069 0.049
H -4.457640 -4.600204 9.814711 -0.021 -0.010 -0.006
H -3.830916 -2.986627 9.442778 -0.004 -0.006 0.010
O 3.260576 2.523185 -3.685390 0.106 -2.636 -1.452
P 2.203607 1.836555 -2.901988 -2.638 5.229 4.507
O 0.894423 2.812817 -3.127452 0.215 -0.734 -0.810
C 0.619241 3.420071 -4.389059 -0.122 0.349 -0.175
C -0.453388 2.666391 -5.152881 0.033 -0.178 0.096
O 2.599299 2.210793 -1.376050 0.358 -0.685 -0.132
C 3.911541 2.671782 -1.044588 0.205 0.261 0.002
C 3.959278 4.185261 -1.011579 -0.173 0.137 0.104
O 1.251164 0.661190 -2.281379 1.744 -1.484 -1.799
C 0.394176 -0.115391 -3.115031 -0.473 -0.266 -0.211
C 1.124495 -0.775647 -4.265645 0.156 0.070 0.054
H 1.521532 3.501251 -4.996835 0.102 -0.013 0.144
H 0.271514 4.433227 -4.179963 0.037 -0.010 0.083
H -0.095369 1.680921 -5.460761 0.007 0.023 -0.050
H -0.740755 3.213509 -6.051424 0.020 0.027 0.012
H -1.340142 2.519542 -4.534729 -0.022 0.076 -0.009
H 4.650769 2.270540 -1.737682 -0.079 0.040 -0.109
H 4.149457 2.270568 -0.058178 -0.153 -0.067 0.002
H 3.538090 4.616868 -1.919002 0.120 -0.104 -0.114
H 4.984725 4.538938 -0.896316 0.004 -0.023 0.004
H 3.368456 4.564105 -0.175952 0.028 -0.015 0.023
H -0.432267 0.508667 -3.462286 0.123 0.122 -0.064
H -0.047056 -0.885429 -2.480635 0.143 0.084 0.171
H 1.630726 -0.034037 -4.895078 -0.083 -0.005 -0.037
H 0.427949 -1.334547 -4.890382 0.002 0.024 -0.025
H 1.885117 -1.462627 -3.893168 -0.007 -0.004 0.002
O 8.174596 1.670728 -5.328927 1.911 0.082 2.157
P 7.896568 0.269352 -4.953863 -4.287 -1.812 -3.897
O 8.387463 -0.652440 -6.206640 0.575 0.223 0.859
C 9.561355 -0.332373 -6.951642 0.285 0.000 -0.373
C 10.742728 -1.182150 -6.522535 -0.073 -0.052 0.186
O 6.290873 0.156888 -5.077125 0.220 -0.017 0.385
C 5.462978 1.327893 -5.174567 0.191 0.024 -0.446
C 5.159068 1.647372 -6.623798 -0.033 -0.147 -0.160
O 7.861645 -0.913038 -3.850494 1.533 1.632 0.923
C 9.074923 -1.452481 -3.318096 0.347 -0.378 0.229
C 10.009403 -0.392095 -2.773281 -0.102 0.152 -0.066
H 9.811175 0.726082 -6.865297 -0.188 0.041 0.069
H 9.331851 -0.531416 -7.999633 -0.106 -0.005 0.035
H 11.054825 -0.932593 -5.505732 0.035 0.027 -0.027
H 11.594282 -1.017843 -7.183885 -0.024 0.023 -0.021
H 10.485479 -2.241964 -6.540251 -0.003 0.002 -0.069
H 5.927730 2.174542 -4.672949 0.102 -0.029 -0.036
H 4.546960 1.114757 -4.647966 0.045 -0.235 0.076
H 6.066373 1.671585 -7.227656 0.078 0.134 0.108
H 4.652061 2.609349 -6.709317 -0.008 -0.004 0.037
H 4.513880 0.877804 -7.053693 -0.024 0.013 0.018
H 9.564357 -2.070077 -4.075082 -0.043 0.133 -0.128
H 8.782073 -2.125314 -2.511968 -0.175 0.043 -0.053
H 10.277715 0.339156 -3.543669 0.054 -0.058 0.016
H 10.926966 -0.847438 -2.400737 0.005 -0.011 -0.019
H 9.535356 0.152976 -1.956240 0.003 -0.010 0.001
```
Forces are in eV/Å.

Calculated values
- E: -95614.4012 eV
- Orbital gap: 8.32 eV
- E_HOMO: -8.29 eV